C28H33BBaClF4N8PSSi | ωB97M-V/def2-TZVPD

Last column: Mulliken charge in e.
Positions of all 79 atoms, in Å:
Ba  0.803  -1.596  -0.875  1.006
N  2.127  -0.430  1.470  -0.046
N  2.513  -0.264  2.827  -0.084
C  3.753  0.427  2.837  0.452
N  4.756  -0.101  3.556  -0.353
S  3.826  1.857  1.960  -0.493
H  2.734  -1.160  1.051  0.297
H  2.504  0.470  1.052  -0.091
H  2.401  -1.121  3.395  0.032
H  4.682  -0.989  4.030  0.211
H  5.605  0.428  3.641  0.217
Cl  3.033  0.127  -2.113  -0.070
C  2.313  1.041  -3.501  0.509
C  3.135  1.229  -4.594  -0.511
C  2.883  2.144  -5.587  -0.584
C  1.720  2.912  -5.463  -0.639
C  0.807  2.700  -4.453  -0.206
C  1.045  1.700  -3.458  0.046
P  -0.182  1.501  -2.168  0.372
C  -1.791  1.869  -2.815  0.023
C  -2.426  3.095  -2.547  -0.011
C  -3.713  3.270  -3.022  -0.591
C  -4.371  2.315  -3.771  -0.508
C  -3.701  1.126  -4.105  -0.632
C  -2.403  0.923  -3.667  -0.600
C  0.097  2.752  -0.943  0.795
C  -0.778  2.785  0.170  -0.587
C  -0.541  3.723  1.177  -0.674
C  0.585  4.554  1.158  -0.506
C  1.449  4.494  0.090  -0.631
C  1.167  3.651  -1.010  -0.301
H  4.001  0.568  -4.653  0.416
H  3.656  2.309  -6.371  0.345
H  1.512  3.700  -6.217  0.344
H  -0.107  3.293  -4.425  0.427
H  -1.940  3.912  -1.984  0.360
H  -4.218  4.198  -2.689  0.349
H  -5.409  2.504  -4.049  0.387
H  -4.207  0.365  -4.700  0.515
H  -1.817  0.058  -3.983  0.379
H  -1.609  2.095  0.265  0.543
H  -1.268  3.733  2.000  0.366
H  0.708  5.314  1.961  0.346
H  2.318  5.167  0.060  0.376
H  1.830  3.730  -1.889  0.265
C  -0.097  -4.241  2.836  -1.183
Si  -0.832  -2.490  2.691  0.132
C  -2.666  -2.323  2.456  -1.155
C  -0.137  -1.578  4.268  0.594
C  0.875  -2.001  5.108  -0.339
C  1.096  -1.400  6.347  -0.580
C  0.396  -0.295  6.766  -0.463
C  -0.514  0.258  5.871  -0.432
C  -0.722  -0.342  4.609  -0.727
H  -0.747  -4.832  3.453  0.483
H  0.924  -4.257  3.205  0.253
H  -0.080  -4.743  1.849  0.225
H  -3.160  -2.149  3.406  0.407
H  -3.066  -3.176  1.939  0.371
H  -2.850  -1.494  1.745  0.189
H  1.540  -2.817  4.830  0.418
H  1.852  -1.826  7.024  0.328
H  0.416  0.021  7.815  0.342
H  -1.113  1.147  6.090  0.341
H  -1.367  0.124  3.883  0.362
F  3.534  -2.939  -0.327  -0.388
B  2.755  -3.875  -1.175  0.347
F  3.436  -5.037  -1.419  -0.245
F  1.537  -3.962  -0.244  -0.263
F  2.222  -3.138  -2.279  -0.404
N  -4.740  -2.641  -2.977  -0.557
N  -3.710  -2.966  -2.131  1.108
N  -3.221  -4.249  -2.162  -0.849
C  -2.138  -4.120  -1.414  -0.275
N  -1.915  -2.845  -1.034  0.074
N  -2.956  -2.069  -1.540  -0.453
H  -5.375  -3.418  -3.177  0.274
H  -5.123  -1.721  -2.742  0.279
H  -1.536  -4.984  -1.218  0.521

Computed properties:
* maximum force: 3.9 eV Å⁻¹
* lowest unoccupied orbital energy: -0.3 eV
* calculated total energy: -3463.9583 Ha
* charge: 0
* HOMO-LUMO gap: 0.1351 Eh